Record 1
ORCA calculation (wB97M-V/def2-TZVPD) on a 2-piece molecular cluster, C4H11N3O2 overall.

Last column: Mulliken charge in e.
Positions of all 20 atoms, in Å:
H1 0.33 2.32 -0.29  0.151
N1 0.54 1.43 0.16  -0.636
C1 0.39 1.43 1.43  0.490
N2 -0.03 2.59 2.12  -0.519
N3 0.57 0.45 2.30  -0.254
C2 1.34 -0.78 1.92  -0.795
H2 0.49 2.95 3.01  0.220
H3 -0.48 3.41 1.66  0.215
H4 -0.10 0.44 3.07  0.271
H5 0.80 -1.51 1.19  0.180
H6 1.82 -1.35 2.67  0.380
H7 1.87 -0.46 0.97  0.279
C3 -1.82 -1.03 -1.28  -0.818
C4 -0.64 -1.50 -2.03  0.786
O1 -0.64 -2.21 -3.09  -0.619
O2 0.43 -0.70 -1.90  -0.455
H8 -1.76 -1.31 -0.09  0.211
H9 -2.75 -1.43 -1.90  0.272
H10 -1.97 0.12 -1.36  0.282
H11 0.23 0.09 -1.29  0.359

- HOMO (eV) = -9.6
- gap between HOMO and LUMO (eV) = 10.0
- E (eV) = -12890.119

Record 2
ORCA calculation (wB97M-V/def2-TZVPD) on C4H10F8Li2N4O18S8 as an isolated structure.

Last column: Mulliken charge in e.
Positions of all 54 atoms, in Å:
Li1 -0.66 6.83 -14.03  1.370
Li2 1.17 7.69 -15.48  0.849
N1 -5.10 9.46 -12.70  -0.383
S1 -4.88 10.80 -13.61  1.048
O1 -4.04 10.63 -14.75  -0.546
O2 -4.81 12.01 -12.87  -0.626
F1 -6.32 10.81 -14.28  -0.288
S2 -3.64 9.24 -12.10  0.866
O3 -3.18 10.19 -11.14  -0.626
O4 -2.70 8.63 -12.99  -0.001
F2 -4.01 8.00 -11.14  -0.359
N2 -5.15 6.28 -14.54  -0.364
S3 -3.78 5.47 -14.09  0.510
O5 -2.49 6.06 -14.28  0.180
O6 -3.88 4.06 -14.26  -0.625
F3 -4.07 5.67 -12.56  -0.280
S4 -4.93 6.36 -16.10  1.073
O7 -5.01 5.06 -16.72  -0.647
O8 -4.00 7.31 -16.63  -0.549
F4 -6.37 6.94 -16.53  -0.330
N3 0.36 5.88 -15.47  -0.259
S5 -0.57 5.54 -16.84  0.971
O9 -1.69 4.72 -16.64  -0.495
O10 0.15 5.52 -18.08  -0.617
F5 -1.20 7.00 -16.85  -0.242
S6 1.28 4.55 -15.56  0.927
O11 2.42 4.67 -16.38  -0.576
O12 0.55 3.34 -15.49  -0.538
F6 1.86 4.63 -14.07  -0.264
N4 0.47 8.51 -13.78  -0.211
S7 1.05 8.70 -12.24  0.797
O13 0.07 8.34 -11.30  -0.465
O14 1.90 9.80 -11.94  -0.568
F7 2.07 7.47 -12.26  -0.284
S8 0.10 10.07 -14.10  0.861
O15 1.26 10.76 -14.58  -0.580
O16 -0.77 10.70 -13.19  -0.494
F8 -0.80 9.76 -15.35  -0.206
C1 -1.58 5.29 -10.46  -0.890
O17 -1.40 5.03 -11.84  0.109
C2 -0.86 3.76 -12.12  -0.240
C3 -1.80 2.58 -11.97  -0.521
O18 -2.01 2.31 -10.59  -0.323
C4 -2.74 1.14 -10.34  -0.805
H1 -2.39 4.72 -10.00  0.260
H2 -1.72 6.36 -10.33  0.182
H3 -0.66 5.02 -9.92  0.361
H4 0.10 3.53 -11.64  0.432
H5 -0.68 3.82 -13.20  -0.177
H6 -1.32 1.71 -12.43  0.426
H7 -2.74 2.80 -12.50  0.316
H8 -2.60 0.38 -11.11  0.322
H9 -3.80 1.42 -10.34  0.290
H10 -2.49 0.73 -9.36  0.230

- HOMO (eV) = -4.1
- gap between HOMO and LUMO (eV) = 7.4
- E (eV) = -155959.796
- charge = -2

Record 3
ORCA calculation (wB97M-V/def2-TZVPD) on C5H12BBr4Na3O3 as an isolated structure.

Last column: Mulliken charge in e.
Positions of all 28 atoms, in Å:
Na1 0.61 1.26 -4.70  0.657
Na2 1.43 -4.07 -2.68  0.769
Na3 1.91 -0.25 1.29  0.873
C1 4.84 -1.09 -2.13  0.661
O1 4.12 -0.14 -2.18  -0.679
O2 4.64 -2.03 -1.34  -0.745
O3 5.91 -1.15 -2.78  -0.678
B1 -1.19 -1.22 -1.30  0.345
H1 -1.03 -0.20 -1.01  -0.297
H2 -1.05 -1.37 -2.36  -0.297
H3 -0.50 -1.89 -0.81  -0.409
H4 -2.20 -1.47 -1.03  -0.197
Br1 1.44 5.41 -0.69  -0.154
C2 3.40 5.98 -0.87  -0.621
C3 3.82 6.77 0.39  -0.536
Br2 2.52 8.24 0.54  -0.130
H5 3.52 6.60 -1.76  0.373
H6 3.85 4.99 -0.86  0.370
H7 4.87 7.07 0.32  0.364
H8 3.70 6.25 1.34  0.334
Br3 -5.39 -2.47 3.77  -0.158
C4 -5.43 -4.07 2.47  -0.562
C5 -5.71 -5.35 3.17  -0.605
Br4 -5.63 -7.06 2.02  -0.169
H9 -4.47 -4.15 1.96  0.371
H10 -6.17 -3.85 1.70  0.370
H11 -6.75 -5.32 3.51  0.359
H12 -5.07 -5.42 4.04  0.393

- HOMO (eV) = -4.1
- gap between HOMO and LUMO (eV) = 2.5
- E (eV) = -305609.563

Record 4
ORCA calculation (wB97M-V/def2-TZVPD) on a 2-piece molecular cluster, C3H12NO overall.

Last column: Mulliken charge in e.
Positions of all 17 atoms, in Å:
N1 -1.88 -2.33 -0.06  -0.483
H1 -2.20 -3.14 -0.59  0.390
H2 -1.42 -2.62 0.81  0.383
H3 -1.18 -1.76 -0.62  0.387
H4 -2.68 -1.74 0.17  0.378
C1 0.15 0.07 -0.05  -0.299
O1 -0.11 -0.74 -1.24  -0.632
C2 1.06 1.24 -0.33  -0.531
C3 1.34 2.05 0.93  -1.291
H5 -0.81 0.48 0.27  0.257
H6 0.53 -0.60 0.73  0.289
H7 0.50 -0.44 -1.90  0.342
H8 1.98 0.88 -0.80  0.419
H9 0.55 1.87 -1.06  0.364
H10 1.99 1.52 1.62  0.345
H11 1.78 3.02 0.68  0.347
H12 0.40 2.25 1.45  0.336

- HOMO (eV) = -15.1
- gap between HOMO and LUMO (eV) = 11.4
- E (eV) = -6836.726
- charge = +1